Entry 1:
The following is a DFT calculation (ωB97M-V with the def2-TZVPD basis set) of a molecular structure, C34H44BClHfN5O6Se4Te.

Summary:
Relative energy (zero: lowest compared OMol25 entry of this formula, charge and spin) in kcal/mol: 5.6
Kohn-Sham gap in Eh: 0.2243
E_LUMO in eV: 2.03
Total charge: -1
Electronic energy in Ha: -12454.413305
HOMO level in Ha: -0.1496

Last column: Mulliken charge in e.
Geometry (Å):
Hf: 0.210 -0.107 0.408  -1.468
Se: -0.548 -0.785 2.961  -0.234
Se: -2.036 0.939 3.563  -0.331
Te: -3.909 0.512 1.944  -0.227
Se: -2.522 -0.219 -0.026  -0.271
O: 1.362 -2.245 1.414  -0.646
C: 0.742 -2.868 0.554  0.787
N: 0.014 -2.209 -0.394  0.629
C: -0.588 -3.136 -1.234  -0.179
O: -1.298 -2.924 -2.185  -0.671
C: -0.179 -4.511 -0.740  0.028
C: -0.495 -5.766 -1.214  -0.430
C: 0.047 -6.857 -0.539  -0.442
C: 0.877 -6.681 0.569  -0.554
C: 1.188 -5.407 1.037  -0.345
C: 0.639 -4.341 0.355  -0.012
H: -1.140 -5.891 -2.074  0.487
H: -0.177 -7.860 -0.877  0.386
H: 1.282 -7.548 1.073  0.402
H: 1.827 -5.254 1.895  0.509
C: 0.997 2.481 3.499  -0.763
C: 1.992 1.935 2.533  0.890
C: 3.417 2.378 2.637  -1.529
O: 1.687 1.061 1.718  0.030
H: 1.346 3.398 3.968  0.438
H: 0.875 1.708 4.266  0.298
H: 0.036 2.604 3.009  -0.266
H: 3.556 3.095 3.443  0.439
H: 3.727 2.804 1.685  0.356
H: 4.054 1.508 2.787  0.329
C: -2.280 4.808 0.914  -1.856
C: -1.024 4.327 0.208  1.634
C: 0.134 5.289 0.445  -2.090
O: -0.648 3.068 0.789  0.249
B: -0.225 2.184 -0.202  1.610
O: -0.364 2.804 -1.454  0.071
C: -1.218 3.960 -1.290  1.973
C: -0.790 5.054 -2.252  -1.581
C: -2.633 3.499 -1.621  -1.787
H: -2.049 5.047 1.953  0.436
H: -3.047 4.034 0.913  0.304
H: -2.677 5.710 0.442  0.344
H: 0.313 5.362 1.519  0.527
H: -0.070 6.291 0.066  0.330
H: 1.044 4.916 -0.028  0.303
H: 0.285 5.224 -2.227  0.302
H: -1.295 5.994 -2.014  0.541
H: -1.071 4.785 -3.269  -0.130
H: -2.965 2.711 -0.944  -0.004
H: -2.625 3.085 -2.631  0.302
H: -3.342 4.328 -1.584  0.393
C: 1.121 3.610 -4.362  -1.868
C: 1.750 2.981 -5.606  3.328
C: 3.068 2.300 -5.215  -2.242
C: 2.123 4.132 -6.551  -2.423
C: 0.784 1.942 -6.293  1.500
O: 1.297 1.606 -7.595  -0.718
C: -0.699 2.332 -6.398  -0.317
C: -1.123 3.435 -7.397  -1.484
C: -1.816 4.620 -6.764  0.249
C: -2.906 4.425 -5.916  0.039
C: -3.570 5.493 -5.337  -0.945
C: -3.129 6.779 -5.598  0.452
Cl: -3.937 8.128 -4.841  -0.251
C: -2.057 7.010 -6.437  -0.970
C: -1.415 5.925 -7.021  -0.059
C: 0.846 0.555 -5.628  -2.901
N: 0.250 0.421 -4.312  1.106
C: 0.852 0.319 -3.134  0.147
N: -0.019 0.037 -2.179  1.167
C: -1.196 -0.013 -2.876  -1.038
N: -1.082 0.196 -4.163  -1.077
H: 1.866 4.231 -3.858  0.651
H: 0.751 2.896 -3.627  0.111
H: 0.293 4.264 -4.632  -0.064
H: 3.802 3.063 -4.951  0.549
H: 3.478 1.715 -6.040  0.398
H: 2.971 1.652 -4.344  0.228
H: 2.845 4.775 -6.044  0.509
H: 1.275 4.763 -6.801  0.339
H: 2.597 3.784 -7.470  0.518
H: 1.117 2.341 -8.189  0.582
H: -1.049 2.581 -5.395  -0.204
H: -1.233 1.418 -6.656  0.836
H: -1.808 2.987 -8.120  0.223
H: -0.288 3.807 -7.992  0.647
H: -3.245 3.420 -5.696  0.383
H: -4.407 5.331 -4.673  0.428
H: -1.728 8.021 -6.628  0.436
H: -0.580 6.106 -7.687  0.365
H: 1.880 0.231 -5.548  0.535
H: 0.332 -0.150 -6.279  0.534
H: 1.911 0.435 -2.992  -0.284
H: -2.143 -0.235 -2.425  0.492
Se: 2.812 -0.568 -0.838  -0.036
C: 4.165 0.387 -0.021  0.348
N: 5.027 1.022 0.413  -0.729


Entry 2:
The following is a DFT calculation (ωB97M-V with the def2-TZVPD basis set) of a gas-phase ion, C5H11N2 (charge +1) in a non-equilibrium geometry.

Summary:
Relative energy (zero: lowest compared OMol25 entry of this formula, charge and spin) in kcal/mol: 125.8
Kohn-Sham gap in Eh: 0.3349
E_LUMO in eV: -5.50
Total charge: +1
Electronic energy in Ha: -306.182958
HOMO level in Ha: -0.5369

Last column: Mulliken charge in e.
Geometry (Å):
C: 1.952 1.263 -1.311  -1.283
C: 1.792 0.501 -0.009  -0.098
C: 0.778 -0.569 -0.029  0.415
N: 0.119 -1.292 -0.884  -0.257
N: -0.014 -1.716 0.551  -0.100
C: -1.204 -1.421 1.292  -0.327
C: -2.303 -0.519 0.617  -1.194
H: 1.167 1.900 -1.407  0.405
H: 1.948 0.582 -2.053  0.458
H: 2.865 1.796 -1.112  0.340
H: 1.548 1.096 0.888  0.351
H: 2.647 -0.117 0.086  0.283
H: -0.645 -0.915 -1.438  0.306
H: -0.880 -1.208 2.361  0.333
H: -1.895 -2.318 1.397  0.270
H: -1.904 0.432 0.726  0.418
H: -2.626 -0.649 -0.467  0.292
H: -3.147 -0.426 1.278  0.388


Question: Look up the HOMO level of the second one.
Answer: -0.5369 Ha


Question: Which value of Kohn-Sham gap does entry 2 give?
Answer: 0.3349 Eh


Question: electronic energy of number 1 (C34H44BClHfN5O6Se4Te)?
Answer: -12454.413305 Ha


Question: Which formula does entry 1 have?
Answer: C34H44BClHfN5O6Se4Te